Molecular formula: C11H17BN2O3
Method: DFT, wB97M-V/def2-TZVPD

The geometry in XYZ format:
```
34
Properties=species:S:1:pos:R:3
C 0.8310 3.1684 3.5924
C -0.2707 2.1690 3.2243
N -0.6519 1.5321 4.4842
C 0.2897 1.1227 2.2425
O 1.3241 0.5113 2.5062
N -0.4769 0.8589 1.0301
C 0.0120 0.0204 -0.0460
C -1.1537 -0.5150 -0.8801
C -0.6911 -1.4120 -1.9983
C 0.1485 -2.4612 -1.6712
C 0.2977 -3.4184 -2.6041
C -0.1399 -3.3544 -3.9383
C -0.9795 -2.2624 -4.1927
C -1.2871 -1.3787 -3.2048
B 1.2784 0.7387 -0.7630
O 2.3119 1.3706 0.0616
O 1.2675 0.9052 -2.1571
H 1.7959 2.5945 3.4967
H 0.7828 3.6728 4.5633
H 0.7633 3.9737 2.8916
H -1.2016 2.6688 2.7959
H -1.3157 0.7674 4.3277
H 0.1842 0.9913 4.7205
H -1.0869 1.6040 0.6694
H 0.6997 -0.8273 0.3301
H -1.9493 0.2633 -1.2628
H -1.6987 -1.1481 -0.1510
H 0.5000 -2.4801 -0.6462
H 0.9235 -4.2410 -2.4407
H 0.0012 -4.0746 -4.7021
H -1.3801 -2.0879 -5.1658
H -2.1330 -0.7233 -3.2839
H 2.1513 1.1488 0.9963
H 0.8534 0.3025 -2.8247
```

Calculated values
LUMO level: 0.53 eV
HOMO-LUMO gap: 9.681 eV
Maximum force: 3.563 eV/Å
Charge: 0
HOMO level: -9.1489 eV
E: -789.50866 hartree
SMILES: C[C@H](N)C(=O)N[C@@H](Cc1ccccc1)B(O)O

Population analysis type Mulliken, resulting atomic charges in e: number 1, C, carries -1.445; number 2, C, carries 0.469; number 3, N, carries -0.798; number 4, C, carries 0.073; number 5, O, carries -0.645; number 6, N, carries -0.071; number 7, C, carries -0.170; number 8, C, carries -0.519; number 9, C, carries 0.206; number 10, C, carries -0.184; number 11, C, carries -0.652; number 12, C, carries -0.733; number 13, C, carries -0.442; number 14, C, carries -0.145; number 15, B, carries 0.823; number 16, O, carries -0.710; number 17, O, carries -0.663; number 18, H, carries 0.296; number 19, H, carries 0.397; number 20, H, carries 0.335; number 21, H, carries 0.324; number 22, H, carries 0.280; number 23, H, carries 0.305; number 24, H, carries 0.344; number 25, H, carries 0.027; number 26, H, carries 0.322; number 27, H, carries 0.303; number 28, H, carries 0.363; number 29, H, carries 0.372; number 30, H, carries 0.438; number 31, H, carries 0.406; number 32, H, carries 0.320; number 33, H, carries 0.425; number 34, H, carries 0.349